{
  "formula": "C18H41N2OP3PrS",
  "method": "the ωB97M-V functional and the def2-TZVPD basis",
  "spin_multiplicity": 3,
  "total_charge": 3,
  "e_tot_ha": -2833.5574,
  "homo_lumo_gap_ev": [6.47, 6.75],
  "de_lowest_kj_mol": 44.0,
  "elements": ["Pr", "P", "P", "P", "H", "C", "C", "H", "C", "C", "C", "C", "C", "C", "C", "C", "C", "H", "H", "H", "H", "H", "H", "H", "H", "H", "H", "H", "H", "H", "H", "H", "H", "H", "H", "H", "H", "H", "H", "H", "H", "H", "H", "H", "H", "H", "C", "C", "C", "C", "C", "C", "S", "H", "H", "H", "H", "H", "H", "N", "C", "N", "O", "H", "H", "H", "H"],
  "xyz": [[0.0220, 0.0864, 0.2063], [-1.7258, 2.3396, 0.9493], [-2.0182, -1.6385, 1.7951], [2.0879, 2.0587, -0.4223], [-0.8342, -5.7136, -0.7660], [-0.2103, -4.8033, -0.8231], [0.9564, -4.7623, -0.1496], [1.3778, -5.6377, 0.3670], [-2.9422, 2.6261, -0.3956], [-2.8416, 2.4095, 2.4035], [-1.0255, 4.0322, 1.0640], [-1.9478, -3.4485, 2.0867], [-2.5100, -1.0729, 3.4894], [-3.6431, -1.5584, 0.9333], [3.7198, 1.3384, -0.8788], [2.6825, 3.3367, 0.7233], [1.8024, 3.0784, -1.9250], [-0.5353, -3.9945, -1.5048], [1.5311, -3.8239, -0.1300], [-3.5374, 3.5228, -0.1632], [-3.6034, 1.7551, -0.4980], [-2.4029, 2.7794, -1.3408], [-3.3512, 3.3844, 2.4329], [-2.2542, 2.2880, 3.3235], [-3.5885, 1.6074, 2.3526], [-1.8326, 4.7595, 1.2470], [-0.5043, 4.2870, 0.1313], [-0.3083, 4.0693, 1.8949], [-2.9535, -3.8790, 1.9897], [-1.5962, -3.6346, 3.1060], [-1.2788, -3.9330, 1.3665], [-3.5506, -1.3297, 3.7380], [-2.4061, 0.0165, 3.5567], [-1.8546, -1.5292, 4.2398], [-4.3592, -2.1790, 1.4976], [-3.5469, -1.9650, -0.0892], [-4.0078, -0.5205, 0.8768], [4.1304, 1.8733, -1.7414], [3.6256, 0.2779, -1.1270], [4.3977, 1.4485, -0.0267], [3.1891, 4.1437, 0.1658], [3.4034, 2.8918, 1.4211], [1.8542, 3.7644, 1.3021], [2.7698, 3.4684, -2.2600], [1.1226, 3.9082, -1.7001], [1.3586, 2.4568, -2.7107], [1.3490, -1.2600, -3.7125], [0.8442, -0.4656, -4.7515], [1.1033, -0.8074, -6.0842], [1.8563, -1.9383, -6.4043], [2.3809, -2.7161, -5.3599], [2.1223, -2.3881, -4.0318], [1.0823, -0.8714, -1.9930], [-0.0727, 0.0548, -1.9906], [0.2528, 0.4025, -4.5063], [0.7124, -0.1834, -6.8852], [2.0451, -2.2159, -7.4439], [2.9959, -3.5828, -5.5860], [2.5207, -2.9906, -3.2147], [1.1698, -1.0830, 4.2537], [1.0304, 0.0361, 3.5117], [0.6726, 1.1693, 4.1420], [1.1862, 0.0052, 2.2380], [1.0536, -1.1047, 5.2613], [1.5040, -1.9102, 3.7743], [0.7518, 2.0513, 3.6203], [0.5783, 1.2134, 5.1547]],
  "forces_ev_per_a": [[0.34, -0.43, 3.37], [-1.26, 1.57, 0.08], [-1.22, -0.52, 0.74], [1.32, 1.11, -0.70], [0.39, 0.60, -0.34], [0.68, -0.48, 0.29], [-0.75, 0.30, -0.53], [-0.39, 0.60, -0.06], [0.17, -0.35, -0.20], [0.16, -0.47, 0.28], [0.53, -0.17, -0.02], [0.39, -0.19, -0.21], [0.25, 0.48, -0.06], [0.08, 0.22, -0.37], [-0.11, -0.59, 0.15], [-0.14, 0.32, 0.63], [-0.60, -0.22, 0.06], [0.06, -0.39, 0.68], [0.08, -0.55, -0.15], [0.18, -0.33, -0.11], [0.05, 0.28, -0.05], [-0.27, 0.05, 0.12], [0.18, -0.33, -0.12], [-0.24, 0.07, -0.14], [0.13, 0.22, 0.07], [0.28, -0.32, -0.10], [-0.10, 0.04, 0.28], [-0.18, 0.19, -0.20], [0.26, 0.18, 0.03], [0.08, -0.03, -0.21], [-0.19, -0.02, 0.26], [0.32, -0.08, -0.26], [-0.06, -0.24, 0.13], [-0.09, 0.09, -0.19], [0.21, 0.34, -0.26], [-0.14, 0.16, 0.39], [0.00, -0.36, -0.02], [-0.06, -0.12, 0.21], [0.23, 0.16, -0.02], [-0.06, -0.13, -0.21], [-0.21, -0.36, 0.21], [-0.22, 0.14, -0.10], [0.29, 0.07, -0.15], [-0.29, 0.00, 0.04], [0.12, -0.12, -0.14], [0.15, 0.23, -0.06], [0.14, -0.23, -1.65], [0.20, -0.10, 0.21], [-0.06, -0.04, 0.21], [0.13, -0.08, 0.66], [-0.21, 0.31, -0.23], [-0.05, 0.03, 0.88], [-1.40, 0.74, -1.02], [1.61, -1.55, -1.61], [-0.11, 0.20, -0.18], [-0.01, -0.09, 0.25], [-0.07, 0.16, 0.38], [-0.14, 0.12, 0.11], [-0.01, -0.06, -0.34], [-0.03, 0.51, -0.96], [-0.18, -0.53, 0.90], [0.13, 0.47, -0.65], [-0.50, 0.11, -0.12], [0.18, 0.06, -0.31], [-0.08, 0.09, 0.29], [-0.08, -0.76, 0.58], [0.17, 0.04, -0.43]],
  "lowdin_spin": [2.033, -0.005, -0.005, -0.007, 0.000, 0.000, 0.000, 0.000, 0.000, -0.001, 0.000, -0.001, 0.000, 0.000, -0.001, -0.001, -0.001, 0.000, 0.000, 0.000, 0.000, 0.000, 0.000, 0.000, 0.000, 0.000, 0.000, 0.000, 0.000, 0.000, 0.000, 0.000, 0.000, 0.000, 0.000, 0.000, 0.000, 0.000, 0.000, 0.000, 0.000, 0.000, 0.000, 0.000, 0.000, 0.000, -0.001, 0.000, 0.000, 0.000, 0.000, 0.000, 0.000, 0.000, 0.000, 0.000, 0.000, 0.000, 0.000, 0.000, -0.001, 0.000, -0.006, 0.000, 0.000, 0.000, 0.000]
}